Record 1
{"formula": "C10H13N3O", "method": "ωB97M-V/def2-TZVPD", "charge": 0, "homo_lumo_gap_ev": [6.98, 6.98], "e_homo_ev": [-7.9, -7.9], "smiles": "C/C=N/N[C@@]1(C)C=CC(C(C)=O)=C=N1", "e_tot_ha": -628.142662, "de_lowest_ev": 4.134, "elements": ["C", "C", "N", "N", "C", "C", "C", "C", "C", "C", "C", "O", "C", "N", "H", "H", "H", "H", "H", "H", "H", "H", "H", "H", "H", "H", "H"], "coordinates": [[-2.6127, 2.3796, 0.8178], [-2.5355, 0.8416, 0.8116], [-1.6306, 0.2824, 0.0832], [-1.7427, -1.0498, 0.0241], [-0.5610, -1.8464, -0.1406], [-0.8542, -3.1826, -0.8273], [0.4145, -1.0057, -0.9748], [1.5748, -0.5744, -0.5553], [2.1772, -0.6523, 0.8686], [3.1971, 0.1635, 1.4703], [3.9305, 1.1343, 0.5701], [3.4634, 0.1430, 2.6498], [1.1436, -1.3122, 1.5074], [0.1776, -1.9885, 1.1106], [-2.6271, 2.7886, -0.1606], [-3.4215, 2.5874, 1.4832], [-1.5433, 2.7125, 1.1210], [-3.1001, 0.1943, 1.5585], [-2.5316, -1.5954, 0.5673], [-1.3854, -3.9782, -0.3170], [0.1104, -3.6010, -1.0943], [-1.5786, -2.9625, -1.7520], [0.1995, -0.7862, -1.9804], [2.2188, 0.0991, -1.1466], [4.8606, 0.9070, 0.0523], [4.0517, 1.9388, 1.2118], [3.1775, 1.3393, -0.1672]], "forces_ev_per_angstrom": [[2.823, -1.990, 0.989], [1.143, 0.367, -0.085], [-1.829, 0.675, 1.189], [-1.759, -3.510, 0.367], [-0.629, 1.543, -0.557], [-1.489, 0.461, -1.785], [0.296, -1.001, 0.314], [2.582, 1.344, 1.637], [-1.681, -0.384, 0.038], [0.973, -0.366, -0.656], [-1.065, -1.149, -0.901], [-0.181, -0.294, 0.941], [-3.228, -2.490, -3.494], [4.125, 1.415, 3.087], [-0.936, 0.238, -0.950], [-0.226, 1.141, 0.286], [-1.955, -0.218, 0.384], [0.187, 0.951, -1.089], [1.840, 1.824, -1.122], [-0.120, 0.294, 0.867], [-0.060, -0.074, -0.502], [2.061, -0.346, 1.704], [-0.810, 0.074, -1.065], [-0.634, -0.697, -0.158], [-0.026, -0.595, 0.372], [0.526, 1.888, 0.853], [0.075, 0.897, -0.662]], "mulliken_charge": [-0.938, -0.044, -0.486, 0.121, 1.110, -1.393, -1.253, -0.113, 0.238, 0.607, -1.112, -0.636, 0.074, -0.452, 0.299, 0.311, 0.227, 0.260, 0.313, 0.357, 0.384, 0.299, 0.559, 0.339, 0.255, 0.370, 0.305]}

---

Record 2
{"formula": "CH6N3OS", "method": "ωB97M-V/def2-TZVPD", "charge": 1, "homo_lumo_gap_ev": 9.37, "e_homo_ev": -13.6, "e_tot_ha": -679.052829, "de_lowest_ev": 2.372, "elements": ["C", "N", "N", "N", "O", "S", "H", "H", "H", "H", "H", "H"], "coordinates": [[-0.8020, -0.0559, 0.1781], [-1.9018, -0.6637, 0.4829], [0.1339, -0.6636, -0.5592], [1.1609, 0.2121, -0.7642], [-0.7598, 1.2065, 0.5077], [2.3498, -0.0050, 0.6251], [-2.1543, -1.5469, 0.0267], [-2.6024, -0.3494, 1.1914], [0.2339, -1.6902, -0.8588], [1.3589, 0.3243, -1.7987], [0.2284, 1.5567, 0.4116], [2.7547, 1.6753, 0.5574]], "forces_ev_per_angstrom": [[-1.059, 0.305, -0.418], [-2.741, -1.804, 0.974], [0.122, -0.574, -0.534], [1.908, 0.063, -0.581], [3.012, 0.259, 0.124], [0.522, 4.530, -2.210], [0.383, 0.538, 0.406], [1.230, 0.107, -1.057], [-0.679, 2.041, 1.066], [0.634, -0.407, 1.909], [-2.549, -1.070, -0.076], [-0.783, -3.988, 0.398]], "mulliken_charge": [0.732, -0.347, -0.047, -0.559, -0.427, -0.017, 0.232, 0.273, 0.244, 0.263, 0.445, 0.208]}

---

Record 3
{"formula": "C12H24Br12", "method": "ωB97M-V/def2-TZVPD", "charge": 0, "homo_lumo_gap_ev": 10.20, "e_homo_ev": -9.9, "smiles": "BrCCBr.BrCCBr.BrCCBr.BrCCBr.BrCCBr.BrCCBr", "e_tot_ha": -31359.813922, "de_lowest_ev": 0.355, "elements": ["Br", "C", "C", "Br", "H", "H", "H", "H", "Br", "C", "C", "Br", "H", "H", "H", "H", "Br", "C", "C", "Br", "H", "H", "H", "H", "Br", "C", "C", "Br", "H", "H", "H", "H", "Br", "C", "C", "Br", "H", "H", "H", "H", "Br", "C", "C", "Br", "H", "H", "H", "H"], "coordinates": [[-4.4839, -4.1236, -2.4785], [-3.4795, -4.0469, -0.8291], [-2.5718, -5.2286, -0.6673], [-1.0461, -5.1441, -1.8732], [-4.1737, -4.0553, 0.0089], [-2.9206, -3.1192, -0.8049], [-3.0612, -6.1772, -0.8666], [-2.1809, -5.2695, 0.3483], [2.7016, 6.9726, 3.0904], [1.2893, 5.6977, 3.4089], [0.0189, 6.4181, 3.7527], [-1.4676, 5.1868, 3.9146], [1.6267, 5.0758, 4.2350], [1.1456, 5.0208, 2.5712], [-0.2166, 7.1780, 3.0131], [0.1008, 6.9075, 4.7192], [3.5430, 0.1674, 0.1310], [4.9020, -0.8541, 1.0858], [5.2579, -2.1328, 0.3936], [6.0029, -1.8231, -1.3763], [4.4853, -1.0427, 2.0742], [5.7299, -0.1603, 1.1920], [4.3821, -2.7644, 0.2789], [6.0400, -2.6547, 0.9381], [0.1070, 2.9388, 0.9334], [0.0611, 1.1897, 0.0953], [-1.2730, 0.9912, -0.5530], [-1.4329, -0.8324, -1.2322], [0.2703, 0.4578, 0.8726], [0.8804, 1.1428, -0.6146], [-1.3592, 1.6097, -1.4451], [-2.1727, 1.2265, 0.0071], [1.6752, -2.2449, 1.9149], [-0.2001, -2.7148, 1.5464], [-1.0643, -1.8825, 2.4418], [-2.9122, -2.4522, 2.2088], [-0.2851, -3.7641, 1.8061], [-0.2933, -2.5335, 0.4809], [-1.0128, -0.8055, 2.3089], [-0.7919, -2.0520, 3.4814], [-3.1823, 1.9112, -3.6438], [-2.0230, 0.8193, -4.7301], [-0.9133, 1.6188, -5.3526], [-0.0088, 0.5786, -6.7124], [-2.6463, 0.3443, -5.4837], [-1.6069, 0.0028, -4.1422], [-0.1613, 1.8979, -4.6196], [-1.2785, 2.5245, -5.8283]], "forces_ev_per_angstrom": [[-0.037, 0.091, 0.008], [0.018, -0.206, 0.269], [0.238, -0.329, -0.005], [0.020, 0.037, 0.110], [-0.227, 0.092, -0.199], [-0.100, 0.084, -0.089], [-0.102, 0.060, -0.096], [0.109, 0.159, -0.040], [0.052, 0.030, -0.183], [-0.153, -0.803, 0.371], [0.091, 0.580, 0.292], [-0.001, -0.059, -0.104], [-0.028, 0.085, 0.067], [0.263, 0.343, -0.312], [-0.209, -0.169, -0.102], [0.012, 0.020, -0.010], [0.141, 0.093, -0.050], [-0.161, 0.549, 0.157], [0.066, -0.005, -0.209], [-0.020, -0.072, 0.048], [-0.012, -0.118, -0.033], [0.144, -0.147, -0.066], [0.059, -0.076, -0.083], [-0.075, -0.040, 0.111], [-0.028, 0.018, -0.017], [0.127, -0.315, 0.481], [-0.365, 0.418, -1.077], [0.025, 0.125, -0.035], [-0.042, 0.085, 0.062], [-0.107, 0.076, -0.130], [0.136, -0.024, -0.002], [0.259, -0.298, 0.558], [-0.208, -0.132, 0.141], [0.741, 0.038, 0.053], [-0.006, 0.074, 0.487], [0.038, 0.160, 0.138], [-0.050, -0.058, -0.169], [-0.318, -0.109, 0.152], [-0.064, -0.051, -0.465], [-0.195, -0.200, 0.003], [0.031, 0.092, 0.130], [0.163, -0.924, -0.469], [0.020, 0.574, 0.145], [0.008, -0.090, -0.002], [-0.102, 0.247, -0.059], [-0.137, 0.187, 0.313], [0.008, -0.022, 0.002], [-0.023, -0.069, -0.094]], "mulliken_charge": [-0.132, -0.193, -0.512, -0.141, 0.332, -0.120, 0.445, 0.260, -0.138, -0.183, -0.613, -0.163, 0.350, -0.094, 0.381, 0.376, -0.035, -0.758, -0.425, -0.137, 0.350, 0.401, 0.261, 0.374, -0.116, -0.242, -0.572, -0.141, 0.062, 0.300, 0.375, 0.423, -0.183, -0.364, -0.488, -0.161, 0.486, 0.033, 0.236, 0.473, -0.150, -0.482, -0.563, -0.144, 0.414, 0.210, 0.314, 0.393]}

---

Record 4
{"formula": "C11H12HoN5O3S", "method": "ωB97M-V/def2-TZVPD", "charge": 2, "homo_lumo_gap_ev": [8.11, 8.10], "e_homo_ev": [-14.8, -14.8], "s2": 6.004, "spin_multiplicity": 5, "e_tot_ha": -2271.693815, "elements": ["Ho", "N", "C", "C", "C", "C", "C", "C", "N", "C", "C", "C", "S", "C", "N", "H", "H", "H", "H", "H", "H", "H", "N", "N", "C", "O", "O", "H", "H", "H", "O", "H", "H"], "coordinates": [[0.9596, 1.0768, -0.6597], [-1.6515, -2.3665, 0.0924], [-2.1904, -1.6769, 1.1874], [-3.1422, -2.0590, 2.1249], [-3.4516, -1.1171, 3.0817], [-2.8385, 0.1504, 3.0967], [-1.8954, 0.5050, 2.1576], [-1.5704, -0.4418, 1.1885], [-0.6694, -0.3915, 0.1004], [-0.7749, -1.5640, -0.5075], [0.0585, -1.8985, -1.6616], [0.1564, -3.0547, -2.3513], [1.3531, -2.8976, -3.5533], [1.6925, -1.3315, -3.0391], [0.9348, -0.9067, -2.0566], [-1.8916, -3.3015, -0.1961], [-3.6159, -3.0317, 2.1110], [-4.1857, -1.3560, 3.8391], [-3.1178, 0.8615, 3.8624], [-1.4458, 1.4886, 2.1896], [-0.3958, -3.9741, -2.2277], [2.4680, -0.7325, -3.4941], [1.7317, 3.2283, 0.7628], [2.9951, 2.9337, 0.1482], [3.0845, 1.5349, -0.0130], [3.3305, 1.0756, -1.1391], [2.3967, 0.8312, 0.8317], [1.5280, 4.2004, 0.5593], [1.7763, 3.0974, 1.7702], [3.8134, 3.4414, 0.4674], [1.3512, 2.3770, -2.6100], [2.3062, 2.5025, -2.7111], [0.9006, 2.7968, -3.3511]], "forces_ev_per_angstrom": [[-2.144, -0.498, -1.133], [-0.240, 0.082, 0.231], [-0.069, -0.660, -0.286], [0.006, 0.080, 0.039], [-0.016, 0.077, 0.064], [-0.064, -0.133, 0.003], [0.027, 0.085, 0.004], [0.260, 0.312, -0.216], [-0.270, 0.345, 0.294], [0.163, -0.286, -0.183], [-0.114, 0.336, 0.485], [-0.060, -0.188, -0.249], [0.178, -0.303, -0.121], [-0.068, 0.183, -0.088], [0.084, 0.073, 0.173], [-0.022, -0.018, 0.027], [0.028, 0.027, -0.019], [0.014, 0.022, -0.006], [0.001, -0.032, -0.007], [0.070, 0.025, -0.046], [0.015, 0.049, -0.028], [-0.004, -0.002, 0.004], [0.156, -0.019, -0.012], [0.176, 0.112, 0.158], [0.863, -0.162, 0.639], [0.331, 0.063, -0.121], [0.841, 0.267, 0.114], [-0.051, 0.063, 0.006], [-0.062, 0.087, 0.106], [-0.017, 0.072, -0.005], [-0.088, -0.231, 0.375], [0.100, 0.112, -0.107], [-0.026, 0.061, -0.094]], "mulliken_charge": [1.367, -0.009, 0.761, -1.067, -0.512, -0.695, -0.780, 0.785, -0.369, 0.342, -0.009, -0.174, -0.013, -0.095, -0.116, 0.249, 0.418, 0.412, 0.417, 0.308, 0.377, 0.404, -0.477, -0.064, 0.578, -0.496, -0.571, 0.273, 0.282, 0.300, -0.484, 0.351, 0.306]}

---

Record 5
{"formula": "C16H36F6N3O12S2V", "method": "ωB97M-V/def2-TZVPD", "charge": -2, "homo_lumo_gap_ev": 3.20, "e_homo_ev": 0.4, "e_tot_ha": -4037.833537, "elements": ["O", "V", "O", "C", "F", "F", "F", "S", "O", "O", "N", "S", "O", "O", "C", "F", "F", "F", "O", "C", "C", "O", "H", "H", "H", "H", "C", "O", "C", "C", "N", "C", "C", "O", "C", "H", "H", "H", "H", "H", "H", "H", "H", "H", "H", "H", "H", "H", "H", "H", "C", "C", "C", "O", "C", "N", "H", "H", "H", "H", "H", "H", "H", "H", "H", "H", "H", "C", "C", "O", "H", "H", "H", "H", "H", "H"], "coordinates": [[-22.8129, 12.1060, 14.1230], [-21.3982, 12.3269, 14.8238], [-20.8993, 13.8087, 14.5671], [-21.4675, 13.8710, 18.6277], [-21.5721, 14.7898, 17.6648], [-20.7422, 14.3471, 19.6267], [-22.6975, 13.5911, 19.0334], [-20.6249, 12.3881, 17.8226], [-19.6469, 12.8580, 16.8903], [-20.0844, 11.5903, 18.8750], [-21.8750, 11.7317, 16.8451], [-22.4432, 10.4399, 17.6594], [-21.5818, 9.3175, 17.4526], [-22.8096, 10.7342, 19.0184], [-24.0455, 10.0185, 16.7167], [-24.8885, 11.0422, 16.8218], [-23.6887, 9.8094, 15.4578], [-24.6003, 8.8906, 17.1406], [-19.9036, 11.1874, 14.0738], [-20.3515, 9.8221, 14.1281], [-19.2674, 8.7738, 14.3495], [-18.2571, 8.5694, 13.4541], [-20.9860, 9.6506, 13.2410], [-21.0968, 9.7430, 14.9439], [-19.7690, 7.7980, 14.5659], [-18.7577, 9.0030, 15.3170], [-24.5425, 11.9093, 10.8264], [-25.4283, 10.8192, 11.0143], [-25.5172, 10.4965, 12.3735], [-26.5060, 11.3468, 13.1662], [-27.8990, 11.2121, 12.6813], [-28.7309, 10.4063, 13.5397], [-30.0115, 9.9288, 12.8656], [-29.7597, 9.1871, 11.6784], [-30.9508, 8.6392, 11.1446], [-23.5299, 11.4972, 10.8979], [-24.5505, 12.7287, 11.5507], [-24.6808, 12.3636, 9.8460], [-24.5403, 10.5597, 12.8681], [-25.7333, 9.4375, 12.5576], [-26.2540, 12.4018, 13.0155], [-26.5062, 11.1762, 14.2437], [-27.7857, 10.7894, 11.7641], [-29.1881, 11.0355, 14.3178], [-28.2266, 9.5977, 14.0860], [-30.5694, 10.8508, 12.6747], [-30.4660, 9.1739, 13.5194], [-30.7482, 8.2913, 10.1378], [-31.8039, 9.3007, 11.3224], [-31.1712, 7.7680, 11.7869], [-14.9682, 13.4926, 15.0253], [-16.4458, 13.3721, 15.3632], [-17.3085, 14.2080, 14.4233], [-17.0974, 13.6255, 13.1353], [-17.6626, 14.3982, 12.1251], [-16.8760, 11.9674, 15.3833], [-14.3846, 13.1609, 15.8915], [-14.6185, 14.4778, 14.7113], [-14.6703, 12.8226, 14.2160], [-16.6324, 13.8468, 16.3442], [-17.1772, 15.2987, 14.4903], [-18.3918, 14.1062, 14.5964], [-18.7115, 14.6989, 12.2751], [-17.7200, 13.8144, 11.2047], [-17.1048, 15.3370, 11.9781], [-16.2202, 11.5788, 16.0572], [-17.8099, 11.9349, 15.7783], [-24.3048, 15.3072, 15.1242], [-24.9214, 16.4685, 15.8360], [-25.0711, 17.6059, 14.9646], [-24.3077, 14.4083, 15.7460], [-23.2825, 15.5003, 14.8013], [-24.8770, 15.0074, 14.2433], [-24.3554, 16.7924, 16.7182], [-25.8801, 16.2381, 16.3187], [-25.9862, 17.8876, 15.0047]], "forces_ev_per_angstrom": [[-0.300, -0.036, -0.210], [3.310, -2.308, -1.624], [-0.503, 0.397, 0.159], [-0.165, -0.320, -1.370], [0.108, 0.309, 0.193], [0.007, -0.029, 0.135], [0.114, -0.089, 0.418], [0.610, -0.667, -0.918], [-0.540, 0.794, -0.105], [-0.940, -0.115, 0.424], [1.333, 1.157, 1.990], [-0.194, -1.793, 0.139], [-0.431, -0.089, -0.147], [-0.489, 0.433, -0.364], [1.753, 0.475, -0.290], [-0.365, -0.255, -0.137], [-0.415, 0.246, -0.193], [-0.206, 0.222, 0.640], [-2.652, 1.639, 1.431], [-1.075, 0.670, -0.226], [2.343, -0.914, 0.006], [-0.976, 0.370, -0.485], [0.519, -0.293, -0.322], [0.282, -0.340, 0.266], [-0.771, 0.149, 0.069], [-0.591, 0.451, 0.483], [1.233, -0.109, -0.253], [-0.807, 0.511, 0.039], [0.621, -0.658, 2.049], [-0.525, 1.022, -0.586], [0.446, -0.350, -0.283], [-0.812, -0.072, 0.173], [1.150, -0.910, -0.184], [0.184, 0.912, -0.685], [0.535, -0.674, 1.767], [0.109, 0.225, -0.171], [-0.601, -0.277, 0.312], [-0.216, -0.309, -0.113], [0.159, 0.485, -0.146], [-0.484, -0.065, -0.795], [0.282, -0.060, 0.204], [0.423, -0.235, -0.055], [-0.547, -0.104, 0.001], [0.504, 0.145, 0.239], [0.185, -0.173, -0.344], [-0.607, -0.380, -0.196], [-0.593, 0.731, 0.481], [-0.305, 0.325, -0.178], [0.021, 0.248, -0.795], [-0.227, -0.201, -0.378], [0.565, -0.668, 0.020], [-0.999, 1.175, 0.186], [-0.998, -1.466, -0.666], [0.095, 1.056, -0.143], [-0.539, 0.220, -0.516], [1.040, 0.993, 0.232], [0.099, 0.197, 0.018], [-0.313, 0.209, 0.294], [-0.393, -0.099, -0.071], [0.304, 0.028, 0.104], [0.861, -0.046, -0.282], [0.172, -0.300, 0.535], [0.036, -0.170, 0.599], [0.495, -0.025, -0.003], [0.125, -0.074, -0.187], [-0.440, -0.692, -0.015], [-0.068, -0.349, -0.155], [-0.039, -0.679, -0.227], [-0.374, 0.649, 0.821], [-0.026, -0.113, 0.065], [0.223, 0.136, 0.188], [0.019, 0.013, 0.087], [-0.075, 0.280, -0.049], [0.537, -0.082, -0.306], [-0.207, -0.300, -0.538], [0.007, 0.017, -0.053]], "mulliken_charge": [-0.932, 1.968, -0.679, 0.669, -0.234, -0.220, -0.220, 0.629, -0.597, -0.604, -0.094, 0.703, -0.570, -0.610, 0.653, -0.219, -0.173, -0.231, -0.494, 0.654, -0.689, -0.965, 0.236, -0.268, 0.240, 0.084, -0.495, -0.436, -0.098, -0.413, -0.343, -0.551, -0.523, -0.280, -0.744, 0.263, 0.115, 0.299, 0.054, 0.371, -0.075, 0.369, 0.305, 0.270, 0.375, 0.304, 0.378, 0.234, 0.301, 0.284, -1.544, 0.638, -0.187, -0.317, -0.763, -0.562, 0.397, 0.360, 0.369, 0.232, 0.420, -0.160, 0.215, 0.283, 0.315, 0.252, 0.098, -0.436, -0.449, -0.531, 0.084, 0.203, 0.216, 0.233, 0.336, 0.294]}

---

Record 6
{"formula": "CH3N2O4", "method": "ωB97M-V/def2-TZVPD", "charge": -1, "homo_lumo_gap_ev": [6.51, 7.68], "e_homo_ev": [-2.4, -3.6], "e_tot_ha": -450.208871, "de_lowest_ev": 4.033, "elements": ["C", "N", "N", "O", "O", "O", "O", "H", "H", "H"], "coordinates": [[-0.6040, 0.2860, 0.0451], [0.9721, 1.1462, -0.0163], [-0.0855, -0.9621, -0.3784], [1.2032, 1.6301, -1.2161], [0.0369, -1.0786, -1.6074], [0.1884, -1.8508, 0.5267], [-1.1173, 0.2693, 1.3820], [-1.2339, 0.8691, -0.6906], [1.5062, 0.2574, 0.3002], [-0.8660, -0.5666, 1.6546]], "forces_ev_per_angstrom": [[0.482, 1.212, 1.071], [-1.601, -0.723, -0.431], [-1.581, 0.677, 0.610], [0.249, -1.300, 1.815], [0.478, -0.712, -0.218], [-0.020, 0.677, -0.776], [-0.121, 2.910, -3.136], [0.939, -1.008, 0.901], [0.167, 1.463, -1.137], [1.007, -3.195, 1.301]], "mulliken_charge": [-0.099, -0.112, 0.728, -0.540, -0.637, -0.758, -0.468, 0.319, 0.233, 0.333]}